Entry 1:
The following is a DFT calculation (ωB97M-V/def2-TZVPD) of a molecular structure, C38H51Cl3N2O3PPtSi.

Calculated values
lowest unoccupied orbital energy (spin up / spin down)	2.34 / 2.34	eV
DFT total energy	-3944.7106	hartree
highest occupied orbital energy (spin up / spin down)	-1.994 / -4.336	eV
2S+1	3
expectation value of S²	2.011
total charge	-1
relative energy (zero: lowest compared OMol25 entry of this formula, charge and spin)	0.0000	eV

Structure (XYZ):
```
100
C38H51Cl3N2O3PPtSi, DFT ωB97M-V/def2-TZVPD
C -1.597 -1.776 -3.308
C -1.133 -2.827 -2.366
H -1.173 -1.947 -4.306
H -1.291 -0.779 -2.945
H -2.697 -1.773 -3.417
C -0.653 -4.032 -2.728
C -0.511 -4.528 -4.122
H -0.350 -4.739 -1.958
H -0.726 -3.761 -4.876
H -1.176 -5.386 -4.299
H 0.516 -4.895 -4.272
Pt 0.091 0.280 0.109
Cl -2.251 0.592 0.095
Cl 0.072 1.205 -2.109
H 0.252 4.576 3.278
H -1.541 5.860 1.770
C 0.795 4.541 2.326
C -0.977 5.539 0.883
N -0.147 4.388 1.220
H 1.519 3.720 2.347
C -0.282 3.235 0.580
O 0.503 2.266 0.853
H -1.665 5.246 0.078
H -1.092 3.153 -0.157
H 1.316 5.494 2.207
H -0.338 6.367 0.545
H 1.426 -1.515 -3.401
H 2.238 -3.687 -1.948
C 2.340 -1.013 -3.053
C 3.144 -3.061 -1.928
N 2.801 -1.650 -1.823
H 2.139 0.046 -2.871
C 2.759 -1.056 -0.631
O 2.301 0.103 -0.417
H 3.767 -3.351 -1.074
H 3.161 -1.670 0.199
H 3.114 -1.149 -3.818
H 3.696 -3.225 -2.860
O 0.014 -1.639 -0.716
C -1.116 -2.429 -0.887
C 0.143 -4.163 0.487
C -1.069 -3.633 0.062
H 1.066 -3.630 0.248
C 0.155 -5.355 1.221
H -2.045 -1.864 -0.693
C -2.274 -4.210 0.461
H 1.106 -5.796 1.521
C -1.053 -5.967 1.566
C -2.270 -5.380 1.209
H -3.188 -3.689 0.192
H -1.046 -6.917 2.113
H -3.218 -5.825 1.525
Si -0.334 4.089 -4.751
Cl -0.512 2.092 -5.348
C 1.508 4.394 -4.575
C -1.479 4.189 -3.268
C -0.927 5.361 -6.030
H 1.994 3.538 -4.090
H 1.713 5.301 -3.990
H 1.963 4.530 -5.568
H -0.277 5.413 -6.913
H -0.921 6.358 -5.563
H -1.949 5.163 -6.373
H -1.231 3.364 -2.581
H -2.522 4.055 -3.599
H -1.416 5.150 -2.736
C -0.628 2.713 5.594
C 0.368 1.749 5.738
C 0.596 0.830 4.717
C -0.141 0.871 3.528
C -1.235 1.746 3.461
C -1.459 2.691 4.470
P 0.178 -0.436 2.247
C 1.855 -1.025 2.593
C 2.825 -0.007 2.694
C 4.125 -0.336 3.051
C 4.508 -1.679 3.202
C 3.586 -2.701 2.969
C 2.254 -2.372 2.665
C -0.877 -1.741 2.934
C -0.480 -2.622 3.951
C -1.405 -3.485 4.539
C -2.748 -3.429 4.157
C -3.165 -2.469 3.233
C -2.238 -1.620 2.640
H -0.787 3.447 6.386
H 0.963 1.682 6.651
H 1.352 0.062 4.848
H -1.928 1.692 2.618
H -2.282 3.406 4.391
H 2.533 1.030 2.517
H 4.844 0.467 3.215
H 5.527 -1.933 3.491
H 3.875 -3.761 3.031
H 1.519 -3.171 2.535
H 0.550 -2.641 4.301
H -1.069 -4.170 5.316
H -3.471 -4.116 4.604
H -4.219 -2.379 2.958
H -2.565 -0.842 1.948
```

Atomic partial charges in e from the Mulliken method, atoms 1 to 99: -1.316, 0.347, 0.415, -0.048, 0.260, 0.085, -1.598, 0.396, 0.364, 0.304, 0.280, 3.012, -0.661, -0.595, 0.265, 0.324, -0.877, -0.939, 0.370, 0.097, 0.263, -1.000, 0.289, 0.027, 0.423, 0.304, 0.127, 0.100, -0.780, -0.799, 0.370, 0.164, 0.211, -0.798, 0.320, 0.106, 0.369, 0.355, -0.249, -0.431, 0.237, 0.271, 0.605, -0.924, 0.363, -0.186, 0.411, -0.821, -0.824, 0.507, 0.322, 0.371, 0.583, -0.298, -0.883, -0.350, -1.019, 0.183, 0.320, 0.277, 0.270, 0.305, 0.278, -0.233, 0.292, 0.266, -0.444, -0.677, -0.657, 0.871, -0.358, -0.703, 0.091, 0.448, -0.641, -0.589, -0.859, -0.868, -0.741, 1.502, -0.724, -0.772, -0.493, -0.662, -0.217, 0.346, 0.416, 0.353, 0.285, 0.418, 0.333, 0.406, 0.333, 0.381, 0.309, 0.470, 0.418, 0.345, 0.391



Entry 2:
The following is a DFT calculation (ωB97M-V/def2-TZVPD) of a molecular structure, C38H51InN5O8S4.

Calculated values
lowest unoccupied orbital energy	0.37	eV
DFT total energy	-4136.7739	hartree
highest occupied orbital energy	-4.143	eV
total charge	-1

Structure (XYZ):
```
107
C38H51InN5O8S4, DFT ωB97M-V/def2-TZVPD
C -6.830 0.374 -0.877
C -6.035 1.480 -0.180
S -4.447 1.019 0.542
C -3.435 0.926 -0.965
In -3.693 -0.823 -2.355
C -1.661 -1.679 -2.641
C -1.252 -2.592 -1.492
C 0.105 -3.285 -1.670
S 1.525 -2.392 -0.977
C -4.545 0.024 -4.236
C -3.840 -0.280 -5.564
C -2.341 0.051 -5.498
S -2.002 1.632 -6.341
C -0.434 1.961 -5.520
S 0.903 1.125 -6.008
N -0.460 2.887 -4.530
C -1.707 3.123 -3.754
C -2.676 4.143 -4.354
C 0.742 2.963 -3.681
C 0.820 1.856 -2.633
H -7.904 0.561 -0.787
H -6.585 0.310 -1.939
H -6.608 -0.600 -0.442
H -5.842 2.306 -0.871
H -6.605 1.893 0.655
H -3.629 1.863 -1.505
H -2.400 0.993 -0.610
H -4.775 -1.994 -1.586
H -1.588 -2.208 -3.600
H -0.955 -0.839 -2.699
H -2.008 -3.367 -1.325
H -1.206 -1.987 -0.577
H 0.305 -3.433 -2.733
H 0.141 -4.267 -1.191
H 1.411 -1.276 -1.710
H -4.500 1.116 -4.104
H -5.610 -0.219 -4.319
H -3.966 -1.321 -5.874
H -4.295 0.319 -6.367
H -2.056 0.202 -4.457
H -1.689 -0.724 -5.901
H -2.188 2.174 -3.517
H -1.367 3.528 -2.802
H -3.698 3.896 -4.063
H -2.624 4.166 -5.438
H -2.455 5.147 -3.982
H 0.706 3.938 -3.190
H 1.621 2.956 -4.320
H 0.494 0.904 -3.055
H 0.214 2.080 -1.754
H 1.856 1.737 -2.311
C 2.970 -0.506 4.548
C 2.254 0.605 4.973
C 1.440 1.288 4.082
C 1.363 0.833 2.778
C 2.064 -0.270 2.330
C 2.880 -0.937 3.232
N 0.504 1.568 1.822
O -0.077 2.552 2.235
O 0.443 1.150 0.685
H 3.604 -1.034 5.248
H 2.334 0.937 5.999
H 0.873 2.157 4.380
H 1.976 -0.603 1.306
H 3.436 -1.804 2.900
C 4.638 -4.562 10.330
C 5.849 -4.167 9.778
C 5.915 -3.038 8.978
C 4.751 -2.326 8.754
C 3.532 -2.698 9.289
C 3.483 -3.831 10.085
N 4.812 -1.121 7.902
O 5.884 -0.828 7.412
O 3.782 -0.497 7.739
H 4.593 -5.445 10.954
H 6.747 -4.740 9.969
H 6.842 -2.709 8.532
H 2.650 -2.111 9.079
H 2.540 -4.143 10.512
C -3.073 -3.305 1.582
C -2.371 -4.503 1.551
C -3.016 -5.694 1.841
C -4.363 -5.651 2.154
C -5.086 -4.470 2.182
C -4.425 -3.287 1.892
N -5.056 -6.914 2.463
O -4.402 -7.940 2.454
O -6.245 -6.865 2.716
H -2.574 -2.376 1.341
H -1.320 -4.507 1.294
H -2.497 -6.641 1.826
H -6.138 -4.488 2.421
H -4.962 -2.348 1.892
C 7.326 6.351 -4.619
C 6.229 7.010 -4.079
C 5.179 6.286 -3.537
C 5.259 4.906 -3.551
C 6.337 4.225 -4.085
C 7.378 4.964 -4.624
N 4.145 4.125 -2.972
O 3.194 4.742 -2.536
O 4.250 2.916 -2.972
H 8.143 6.922 -5.041
H 6.189 8.091 -4.079
H 4.311 6.769 -3.113
H 6.346 3.146 -4.076
H 8.231 4.452 -5.049
```

Atomic partial charges in e from the Mulliken method, atoms 1 to 99: -0.756, -0.428, -0.118, -0.590, 1.311, -0.318, -0.219, -0.951, -0.212, -0.828, -1.238, 1.147, -0.290, 0.447, -0.316, 0.295, 0.235, -1.476, -1.451, -0.151, 0.402, 0.025, 0.166, 0.253, 0.356, 0.143, 0.004, -0.484, 0.375, -0.471, 0.386, 0.002, 0.387, 0.430, 0.036, 0.210, 0.505, 0.290, 0.472, -1.428, 0.530, -0.447, 0.503, 0.336, 0.309, 0.387, 0.355, 0.368, -0.091, 0.175, 0.457, -0.180, -0.244, -0.599, -0.029, -0.195, -0.640, 1.050, -0.634, -0.473, 0.280, 0.390, 0.469, 0.354, 0.399, -0.422, -0.405, -0.405, 0.181, -0.329, -0.451, 0.973, -0.598, -0.552, 0.375, 0.365, 0.447, 0.457, 0.368, -0.526, -0.251, -0.360, 0.094, -0.436, -0.363, 1.005, -0.623, -0.619, 0.380, 0.409, 0.452, 0.453, 0.386, -0.419, -0.441, -0.321, 0.061, -0.309, -0.449



Entry 3:
The following is a DFT calculation (ωB97M-V/def2-TZVPD) of a molecular structure, C38H51N5O2P2PbSi2.

Calculated values
lowest unoccupied orbital energy	4.15	eV
DFT total energy	-3357.4892	hartree
highest occupied orbital energy	0.885	eV
total charge	-2

Structure (XYZ):
```
101
C38H51N5O2P2PbSi2, DFT ωB97M-V/def2-TZVPD
Pb -1.431 -0.274 0.067
C -2.398 0.917 3.940
Si -0.596 1.500 3.652
C -0.678 3.396 4.000
C 0.410 0.788 5.126
N -0.098 0.999 2.105
P 1.298 0.961 1.286
C 1.058 -0.045 -0.103
P 1.358 0.572 -1.685
N 0.211 1.325 -2.544
Si -0.553 0.995 -4.021
C -1.847 2.373 -4.278
C 0.555 1.071 -5.594
C -1.550 -0.639 -4.140
C 2.854 1.609 -1.873
C 2.748 2.915 -2.330
C 3.885 3.671 -2.543
C 5.140 3.132 -2.287
C 5.251 1.837 -1.800
C 4.113 1.083 -1.590
C 1.896 -0.880 -2.673
C 2.715 -0.743 -3.788
C 3.046 -1.844 -4.557
C 2.556 -3.097 -4.225
C 1.726 -3.238 -3.122
C 1.400 -2.136 -2.352
C 2.019 2.618 1.129
C 3.396 2.780 0.946
C 3.940 4.024 0.725
C 3.118 5.147 0.676
C 1.748 4.996 0.859
C 1.200 3.748 1.066
C 2.557 0.202 2.379
C 3.227 0.902 3.388
C 4.041 0.242 4.284
C 4.187 -1.140 4.221
C 3.514 -1.848 3.231
C 2.724 -1.181 2.317
H -2.776 1.277 4.895
H -3.067 1.279 3.167
H -2.463 -0.165 3.948
H -1.004 3.595 5.018
H 0.287 3.874 3.859
H -1.390 3.874 3.333
H -0.173 0.758 6.043
H 0.730 -0.224 4.898
H 1.304 1.373 5.317
H -1.408 3.364 -4.253
H -2.336 2.251 -5.239
H -2.610 2.322 -3.510
H 1.340 1.811 -5.470
H 1.031 0.115 -5.794
H -0.024 1.348 -6.471
H -2.270 -0.671 -3.325
H -2.103 -0.723 -5.075
H -0.911 -1.515 -4.047
H 1.760 3.306 -2.539
H 3.802 4.685 -2.916
H 6.033 3.722 -2.460
H 6.227 1.412 -1.591
H 4.182 0.070 -1.216
H 3.074 0.242 -4.056
H 3.692 -1.725 -5.419
H 2.817 -3.958 -4.830
H 1.337 -4.214 -2.861
H 0.748 -2.212 -1.491
H 4.038 1.910 0.985
H 5.009 4.122 0.581
H 3.541 6.127 0.496
H 1.110 5.874 0.840
H 0.140 3.622 1.255
H 3.102 1.975 3.465
H 4.552 0.799 5.063
H 4.812 -1.656 4.941
H 3.602 -2.928 3.188
H 2.221 -1.708 1.518
C 0.092 -3.428 1.326
O -1.206 -3.604 0.856
C -1.834 -2.422 0.387
C -3.250 -2.830 0.042
H 0.814 -3.409 0.497
H 0.327 -4.276 1.979
H 0.173 -2.487 1.882
H -3.775 -3.194 0.933
H -3.242 -3.644 -0.691
H -3.812 -1.989 -0.363
C -2.132 5.615 0.209
N -2.876 4.397 0.064
C -4.284 4.317 0.316
C -4.649 3.012 -0.460
O -5.767 2.533 -0.467
N -3.537 2.552 -1.060
C -2.526 3.348 -0.757
N -1.286 3.213 -1.194
H -2.796 6.475 0.070
H -1.347 5.668 -0.546
H -1.673 5.698 1.200
H -4.835 5.177 -0.086
H -4.513 4.193 1.379
H -0.965 2.360 -1.692
H -0.548 3.674 -0.684
```

Atomic partial charges in e from the Mulliken method, atoms 1 to 99: 0.657, -1.026, -0.163, -1.096, -1.219, 0.550, 2.685, -1.577, 2.005, -0.551, 0.328, -1.304, -1.331, -0.921, 0.322, -0.678, -0.675, -0.505, -0.744, -0.360, -0.259, -0.597, -0.751, -0.643, -0.410, -0.806, 0.608, -0.107, -1.022, -0.811, -1.116, -1.905, -0.066, -0.289, -0.646, -0.589, -0.551, -0.969, 0.318, 0.241, 0.251, 0.475, 0.285, 0.153, 0.409, 0.305, 0.302, 0.259, 0.407, 0.328, 0.301, 0.335, 0.421, 0.178, 0.408, 0.247, 0.497, 0.363, 0.349, 0.355, 0.478, 0.616, 0.390, 0.348, 0.422, 0.290, 0.677, 0.404, 0.374, 0.400, 1.243, 0.514, 0.370, 0.353, 0.437, 0.120, -0.015, -0.334, -0.022, -1.425, 0.091, 0.350, -0.108, 0.269, 0.276, 0.353, -1.083, 0.460, -0.473, 0.258, -0.738, -0.348, 0.563, 0.626, 0.392, 0.386, 0.182, 0.272, 0.271



Entry 4:
The following is a DFT calculation (ωB97M-V/def2-TZVPD) of a molecular structure, C38H52AsGeN4SSbScSe2.

Calculated values
lowest unoccupied orbital energy	-8.45	eV
DFT total energy	-12212.1638	hartree
highest occupied orbital energy	-15.989	eV
total charge	+3
relative energy (zero: lowest compared OMol25 entry of this formula, charge and spin)	0.3769	eV

Structure (XYZ):
```
101
C38H52AsGeN4SSbScSe2, DFT ωB97M-V/def2-TZVPD
Sc -0.598 -0.677 0.446
C -0.498 1.729 -4.034
N -1.656 0.836 -3.893
C -2.307 0.239 -4.958
C -3.324 -0.478 -4.442
N -3.277 -0.313 -3.067
C -4.240 -0.899 -2.129
C -2.250 0.486 -2.745
Se -1.848 1.166 -1.027
H 0.225 1.251 -4.688
H -0.067 1.899 -3.053
H -0.819 2.678 -4.456
H -1.993 0.387 -5.977
H -4.077 -1.078 -4.922
H -4.762 -1.704 -2.637
H -4.954 -0.147 -1.802
H -3.707 -1.296 -1.271
C -0.829 -2.624 -6.843
C 0.233 -1.810 -6.463
C 0.507 -1.610 -5.116
C -0.282 -2.235 -4.151
C -1.349 -3.048 -4.528
C -1.615 -3.240 -5.880
Sb 0.161 -2.024 -2.101
C -0.630 -3.850 -1.408
C -1.929 -3.783 -0.899
C -2.614 -4.942 -0.540
C -1.994 -6.173 -0.685
C -0.706 -6.251 -1.208
C -0.029 -5.099 -1.584
C 2.265 -2.119 -2.042
C 2.977 -3.169 -1.464
C 4.367 -3.135 -1.441
C 5.052 -2.056 -1.986
C 4.349 -0.995 -2.545
C 2.958 -1.022 -2.567
H -1.031 -2.789 -7.893
H 0.857 -1.345 -7.215
H 1.358 -0.999 -4.840
H -1.965 -3.548 -3.789
H -2.433 -3.884 -6.180
H -2.443 -2.828 -0.820
H -3.633 -4.892 -0.176
H -2.523 -7.079 -0.418
H -0.239 -7.218 -1.346
H 0.952 -5.188 -2.032
H 2.465 -4.014 -1.022
H 4.918 -3.959 -1.003
H 6.134 -2.044 -1.979
H 4.883 -0.154 -2.972
H 2.427 -0.180 -3.003
N 2.869 -0.161 0.567
C 2.440 -1.252 1.238
N 1.186 -1.687 1.229
C 1.093 -2.901 1.973
C -0.044 -3.673 2.153
C 0.034 -4.814 2.933
C 1.233 -5.186 3.543
C 2.372 -4.419 3.378
C 2.277 -3.282 2.585
S 3.542 -2.160 2.182
H 2.485 -0.029 -0.363
H 3.863 0.021 0.589
H -0.980 -3.421 1.674
H -0.847 -5.428 3.069
H 1.277 -6.084 4.145
H 3.305 -4.700 3.849
C -4.240 -2.429 1.822
As -2.794 -1.180 2.064
C -3.734 0.477 2.410
C -2.172 -1.679 3.843
H -4.801 -2.417 2.753
H -3.853 -3.426 1.639
H -4.885 -2.124 1.002
H -4.548 0.261 3.099
H -4.121 0.885 1.480
H -3.059 1.199 2.860
H -2.845 -1.239 4.575
H -1.155 -1.342 4.030
H -2.193 -2.762 3.932
C 1.123 2.534 6.487
Ge -0.064 2.760 4.989
C 0.060 4.506 4.176
C -1.897 2.300 5.404
C 0.559 1.389 3.707
Se -0.142 1.611 1.908
C 1.148 2.877 1.204
H 0.853 3.242 7.272
H 2.156 2.730 6.194
H 1.053 1.527 6.899
H -0.361 5.239 4.866
H -0.516 4.563 3.250
H 1.097 4.787 3.986
H -2.137 2.655 6.407
H -2.049 1.218 5.391
H -2.592 2.774 4.709
H 0.235 0.411 4.064
H 1.647 1.362 3.622
H 1.055 3.773 1.806
H 0.885 3.092 0.173
H 2.142 2.449 1.277
```

Atomic partial charges in e from the Mulliken method, atoms 1 to 99: -0.365, -0.768, 0.500, -0.599, -0.600, 0.492, -0.604, -0.365, -0.258, 0.332, 0.168, 0.319, 0.613, 0.525, 0.321, 0.321, -0.109, -0.682, -0.781, -0.653, 0.898, -0.686, -0.730, 1.826, 0.976, 1.023, -1.011, -0.931, -0.893, -0.847, 1.235, -0.599, -0.856, -0.775, -0.877, -0.692, 0.450, 0.470, 0.384, 0.553, 0.500, -0.722, 0.551, 0.474, 0.482, 0.607, 0.322, 0.507, 0.460, 0.481, 0.394, 0.036, -0.139, 1.606, -0.463, -0.335, -1.344, -0.886, -0.548, 0.877, -0.221, -0.125, 0.384, 0.492, 0.553, 0.471, 0.496, -1.262, 0.911, -0.749, -1.108, 0.531, 0.260, 0.419, 0.468, 0.347, -0.040, 0.543, 0.178, 0.407, -1.184, 0.660, -1.298, -1.070, -0.884, 0.239, -0.894, 0.389, 0.388, 0.384, 0.430, 0.418, 0.346, 0.444, 0.221, 0.341, 0.113, 0.526, 0.297